Record 1
{
  "formula": "C3H5NO3",
  "method": "ωB97M-V with the def2-TZVPD basis set",
  "smiles": "[H]/N=C1/CO1.O=CO",
  "homo_energy_ev": -10.55,
  "homo_lumo_gap_ev": 11.3,
  "charge": 0,
  "elements": ["H", "N", "C", "C", "O", "H", "H", "O", "C", "O", "H", "H"],
  "xyz": [[-1.45, 1.84, 1.22], [-0.97, 1.19, 0.61], [-0.06, 0.54, 1.20], [0.97, -0.44, 1.18], [0.53, 0.38, 2.38], [1.96, -0.19, 0.81], [0.72, -1.49, 1.25], [0.67, -1.02, -1.34], [-0.11, -0.59, -2.17], [-1.01, 0.35, -2.00], [-0.13, -0.97, -3.20], [-1.02, 0.68, -1.06]]
}

Record 2
{
  "formula": "C32H61Cl3IN4O9PS",
  "method": "ωB97M-V with the def2-TZVPD basis set",
  "smiles": "CCCCN[C@]1([C@@H](Cl)[C@@H](C)Cl)OS(=O)(=O)[C@H](CCOCC)[C@@H](Cl)[C@@]1(c1ccccn1)P(O)I.COCCNCCOC.COCCNCCOC",
  "homo_energy_ev": -8.73,
  "homo_lumo_gap_ev": 8.3,
  "charge": 0,
  "elements": ["C", "C", "C", "C", "N", "C", "C", "Cl", "C", "C", "Cl", "O", "S", "O", "O", "C", "C", "C", "O", "C", "C", "C", "Cl", "C", "C", "C", "C", "C", "C", "N", "P", "O", "I", "H", "H", "H", "H", "H", "H", "H", "H", "H", "H", "H", "H", "H", "H", "H", "H", "H", "H", "H", "H", "H", "H", "H", "H", "H", "H", "H", "H", "H", "H", "H", "C", "O", "C", "C", "N", "C", "C", "O", "C", "H", "H", "H", "H", "H", "H", "H", "H", "H", "H", "H", "H", "H", "H", "H", "C", "O", "C", "C", "N", "C", "C", "O", "C", "H", "H", "H", "H", "H", "H", "H", "H", "H", "H", "H", "H", "H", "H", "H"],
  "xyz": [[-0.54, -3.74, 1.00], [-0.08, -4.34, -0.38], [1.15, -3.54, -0.93], [0.77, -2.42, -2.01], [-0.12, -1.48, -1.34], [-0.43, -0.22, -2.08], [-2.01, -0.24, -2.07], [-2.88, 1.25, -2.54], [-2.62, -1.48, -2.94], [-2.82, -2.78, -2.09], [-4.35, -0.99, -3.41], [0.04, -0.53, -3.43], [-0.19, 0.63, -4.53], [0.88, 0.50, -5.51], [-1.44, 0.52, -5.27], [-0.05, 2.30, -3.81], [1.05, 3.13, -4.60], [0.45, 3.54, -5.98], [0.16, 4.95, -6.06], [-0.99, 5.17, -6.88], [-2.31, 5.18, -6.02], [0.26, 2.39, -2.26], [-0.92, 3.66, -1.63], [0.31, 1.03, -1.46], [1.86, 0.59, -1.49], [2.44, -0.09, -0.39], [3.86, -0.50, -0.43], [4.46, -0.13, -1.67], [3.72, 0.52, -2.68], [2.44, 0.92, -2.67], [-0.02, 1.29, 0.42], [0.77, 2.74, 0.81], [-2.36, 1.68, 1.00], [-1.21, -4.51, 1.49], [0.33, -3.64, 1.70], [-1.00, -2.73, 0.93], [0.30, -5.37, -0.14], [-0.90, -4.48, -1.11], [1.67, -3.00, -0.10], [1.90, -4.22, -1.40], [1.77, -2.02, -2.31], [0.30, -3.01, -2.84], [0.08, -1.31, -0.36], [-2.31, -0.51, -1.03], [-2.11, -1.63, -3.91], [-3.87, -3.16, -2.11], [-2.19, -3.57, -2.57], [-2.43, -2.64, -1.06], [-1.01, 2.83, -4.04], [2.00, 2.58, -4.66], [1.27, 4.08, -4.04], [-0.53, 3.01, -6.13], [1.09, 3.23, -6.84], [-0.88, 6.17, -7.37], [-1.09, 4.40, -7.68], [-3.18, 5.54, -6.61], [-2.57, 4.15, -5.67], [-2.19, 5.89, -5.17], [1.21, 2.96, -2.18], [1.95, -0.41, 0.55], [4.33, -1.03, 0.41], [5.52, -0.40, -1.84], [4.26, 0.74, -3.63], [0.08, 3.34, 1.14], [-3.11, -7.43, 7.02], [-2.96, -8.59, 6.22], [-4.18, -9.21, 5.84], [-4.52, -8.94, 4.38], [-4.90, -7.55, 4.15], [-4.89, -7.13, 2.75], [-3.61, -7.32, 1.92], [-2.53, -6.47, 2.27], [-1.83, -6.85, 3.45], [-2.14, -7.21, 7.47], [-3.39, -6.56, 6.41], [-3.84, -7.58, 7.81], [-5.01, -8.92, 6.51], [-4.03, -10.28, 5.96], [-5.36, -9.59, 4.08], [-3.64, -9.23, 3.79], [-4.28, -6.95, 4.67], [-5.11, -6.06, 2.76], [-5.72, -7.62, 2.24], [-3.86, -7.06, 0.89], [-3.28, -8.37, 1.89], [-1.73, -7.93, 3.54], [-2.32, -6.43, 4.32], [-0.83, -6.41, 3.40], [5.71, 5.37, 1.52], [4.57, 5.79, 0.80], [3.37, 5.11, 1.14], [2.45, 5.97, 1.99], [2.98, 6.16, 3.34], [2.36, 7.26, 4.10], [2.33, 8.67, 3.48], [3.59, 9.32, 3.41], [4.43, 8.88, 2.36], [6.59, 5.74, 1.00], [5.73, 5.78, 2.53], [5.77, 4.28, 1.57], [3.57, 4.14, 1.62], [2.86, 4.90, 0.20], [1.47, 5.49, 2.06], [2.33, 6.92, 1.46], [3.97, 6.34, 3.28], [2.91, 7.32, 5.04], [1.34, 6.97, 4.35], [1.73, 9.29, 4.15], [1.83, 8.70, 2.51], [3.88, 8.66, 1.45], [5.01, 8.01, 2.69], [5.15, 9.68, 2.15]]
}

Record 3
{
  "formula": "C25H28F5O3Pm",
  "method": "ωB97M-V with the def2-TZVPD basis set",
  "spin_multiplicity": 5,
  "homo_energy_ev": [-7.57, -7.60],
  "homo_lumo_gap_ev": [7.7, 7.7],
  "charge": 0,
  "elements": ["O", "C", "C", "H", "H", "C", "H", "H", "C", "H", "H", "H", "C", "H", "H", "H", "Pm", "C", "C", "C", "H", "C", "C", "H", "H", "H", "H", "C", "C", "C", "H", "C", "C", "H", "H", "H", "H", "O", "C", "C", "H", "H", "C", "H", "H", "C", "H", "H", "H", "H", "F", "C", "C", "F", "C", "F", "C", "O", "C", "F", "C", "F"],
  "xyz": [[1.34, -2.01, 0.22], [0.55, -3.17, 0.66], [1.62, -3.96, 1.39], [0.08, -3.61, -0.26], [-0.34, -2.89, 1.21], [2.53, -2.83, 0.68], [1.64, -5.06, 1.36], [1.63, -3.82, 2.45], [3.30, -3.17, -0.65], [2.85, -3.70, -1.54], [4.26, -3.67, -0.43], [3.58, -2.19, -1.11], [3.50, -2.11, 1.58], [3.11, -2.07, 2.58], [3.73, -1.11, 1.24], [4.44, -2.69, 1.74], [-0.27, 0.71, 0.30], [-0.38, 1.18, 2.96], [-1.76, 1.10, 2.60], [-2.08, -0.26, 2.35], [-2.48, 1.91, 2.70], [-0.88, -1.01, 2.53], [0.16, -0.12, 2.91], [1.16, -0.43, 3.25], [0.12, 2.05, 3.39], [-3.08, -0.69, 2.20], [-0.79, -2.09, 2.53], [1.39, 2.64, 0.54], [2.32, 1.62, 0.87], [2.78, 1.02, -0.35], [2.63, 1.36, 1.89], [1.95, 1.51, -1.41], [1.15, 2.56, -0.88], [0.48, 3.24, -1.43], [0.97, 3.38, 1.25], [3.72, 0.46, -0.48], [1.95, 1.14, -2.43], [-0.47, -1.41, -2.31], [-0.02, -2.84, -2.66], [-1.06, -3.53, -3.53], [0.18, -3.46, -1.77], [1.00, -2.91, -3.08], [-2.23, -2.54, -3.69], [-1.31, -4.57, -3.27], [-0.57, -3.65, -4.49], [-1.85, -1.32, -2.80], [-3.18, -2.96, -3.30], [-2.49, -2.28, -4.73], [-2.46, -1.41, -1.87], [-2.09, -0.30, -3.17], [-3.72, 7.45, 0.37], [-3.13, 6.24, 0.36], [-2.29, 5.89, 1.43], [-1.97, 6.79, 2.40], [-1.71, 4.64, 1.42], [-0.88, 4.26, 2.44], [-1.92, 3.73, 0.36], [-1.35, 2.55, 0.29], [-2.78, 4.12, -0.69], [-2.97, 3.21, -1.69], [-3.38, 5.36, -0.70], [-4.21, 5.71, -1.71]]
}

Record 4
{
  "formula": "C4H10NOS",
  "method": "ωB97M-V with the def2-TZVPD basis set",
  "spin_multiplicity": 3,
  "homo_energy_ev": [-10.25, -14.62],
  "homo_lumo_gap_ev": [7.1, 6.4],
  "charge": 1,
  "elements": ["C", "C", "C", "C", "N", "O", "S", "H", "H", "H", "H", "H", "H", "H", "H", "H", "H"],
  "xyz": [[2.04, -0.60, -0.13], [0.88, -1.58, 0.23], [1.45, 0.72, -0.09], [-0.29, -0.68, 0.17], [0.02, 0.56, 0.14], [-2.99, 1.53, -0.02], [-1.83, -1.35, 0.01], [2.90, -0.77, 0.47], [2.33, -0.90, -1.13], [0.61, -2.26, -0.62], [1.06, -2.27, 1.09], [1.90, 1.31, 0.66], [1.49, 1.20, -1.09], [-0.66, 1.36, 0.21], [-3.75, 1.79, -0.58], [-2.70, 2.15, 0.60], [-2.44, -0.21, 0.07]]
}

Record 5
{
  "formula": "C41H37N8OS2Ti",
  "method": "ωB97M-V with the def2-TZVPD basis set",
  "spin_multiplicity": 2,
  "homo_energy_ev": [-12.60, -12.56],
  "homo_lumo_gap_ev": [6.2, 6.1],
  "charge": 2,
  "elements": ["Ti", "C", "C", "C", "C", "C", "C", "N", "C", "C", "C", "C", "C", "C", "N", "N", "C", "C", "C", "C", "C", "N", "H", "H", "H", "H", "H", "H", "H", "H", "H", "H", "H", "H", "H", "S", "C", "N", "C", "C", "N", "C", "C", "C", "C", "C", "C", "C", "C", "S", "C", "C", "C", "C", "C", "C", "C", "H", "H", "H", "H", "H", "H", "H", "H", "H", "H", "H", "H", "H", "H", "H", "H", "H", "H", "N", "C", "O", "C", "C", "C", "N", "C", "C", "H", "H", "H", "H", "H", "H"],
  "xyz": [[-0.15, -0.42, -0.28], [-2.53, -1.48, 4.36], [-1.37, -2.24, 4.20], [-0.39, -1.82, 3.31], [-0.57, -0.64, 2.58], [-1.72, 0.11, 2.76], [-2.70, -0.31, 3.64], [0.38, -0.26, 1.59], [1.71, -0.07, 1.92], [2.22, 0.09, 3.22], [3.57, 0.32, 3.39], [4.46, 0.39, 2.30], [3.98, 0.22, 1.03], [2.62, -0.03, 0.85], [1.99, -0.25, -0.37], [2.66, -0.26, -1.43], [1.85, -0.52, -2.55], [2.44, -0.61, -3.80], [1.64, -0.89, -4.88], [0.28, -1.08, -4.69], [-0.24, -0.96, -3.41], [0.53, -0.68, -2.35], [-3.29, -1.81, 5.06], [-1.23, -3.15, 4.76], [0.50, -2.41, 3.16], [-1.82, 1.05, 2.21], [-3.59, 0.28, 3.79], [1.55, 0.06, 4.07], [3.95, 0.45, 4.39], [5.50, 0.58, 2.48], [4.64, 0.26, 0.17], [3.51, -0.46, -3.88], [2.07, -0.98, -5.87], [-0.38, -1.30, -5.51], [-1.29, -1.09, -3.22], [-2.63, -0.27, -0.79], [-2.98, 1.38, -0.88], [-4.17, 1.81, -1.23], [-4.41, 3.26, -1.33], [-3.77, 3.93, -0.15], [-2.34, 3.59, -0.12], [-1.45, 4.67, 0.36], [-1.42, 5.81, -0.63], [-1.86, 7.07, -0.24], [-1.84, 8.13, -1.15], [-1.38, 7.92, -2.44], [-0.93, 6.66, -2.83], [-0.95, 5.61, -1.92], [-1.92, 2.43, -0.54], [-0.28, 2.06, -0.73], [-5.25, 0.86, -1.63], [-6.62, 1.44, -1.48], [-7.19, 1.54, -0.21], [-8.45, 2.09, -0.05], [-9.15, 2.56, -1.16], [-8.59, 2.45, -2.43], [-7.33, 1.90, -2.59], [-5.48, 3.43, -1.33], [-3.99, 3.63, -2.27], [-4.24, 3.63, 0.79], [-3.84, 5.01, -0.25], [-0.47, 4.24, 0.53], [-1.86, 5.01, 1.31], [-2.22, 7.24, 0.77], [-2.17, 9.11, -0.84], [-1.35, 8.74, -3.14], [-0.57, 6.50, -3.83], [-0.59, 4.63, -2.22], [-5.13, -0.02, -1.00], [-5.05, 0.56, -2.66], [-6.66, 1.16, 0.65], [-8.89, 2.16, 0.93], [-10.14, 2.98, -1.04], [-9.14, 2.80, -3.29], [-6.90, 1.82, -3.58], [0.28, -7.66, 0.08], [-0.42, -6.78, 0.84], [-1.03, -7.08, 1.84], [-0.35, -5.33, 0.42], [0.69, -4.77, -0.30], [0.66, -3.41, -0.56], [-0.33, -2.61, -0.15], [-1.33, -3.16, 0.55], [-1.38, -4.51, 0.86], [0.22, -8.64, 0.33], [0.62, -7.43, -0.83], [1.54, -5.35, -0.64], [1.47, -2.94, -1.11], [-2.11, -2.49, 0.90], [-2.19, -4.92, 1.45]]
}

Record 6
{
  "formula": "C6H11N",
  "method": "ωB97M-V with the def2-TZVPD basis set",
  "smiles": "C=CC/C(C)=C/N",
  "homo_energy_ev": -7.56,
  "homo_lumo_gap_ev": 8.5,
  "charge": 0,
  "elements": ["C", "C", "C", "C", "C", "C", "N", "H", "H", "H", "H", "H", "H", "H", "H", "H", "H", "H"],
  "xyz": [[-1.39, -1.52, 2.49], [-1.21, -0.63, 1.45], [0.01, -0.91, 0.60], [0.32, 0.24, -0.46], [-0.95, 0.92, -0.83], [1.49, 0.34, -1.09], [1.85, 1.42, -1.82], [-2.14, -1.39, 3.30], [-1.09, -2.53, 2.43], [-1.72, 0.23, 1.23], [0.97, -1.11, 1.04], [-0.50, -1.85, 0.06], [-1.17, 1.76, -0.12], [-0.82, 1.40, -1.87], [-1.77, 0.10, -0.82], [2.20, -0.53, -1.01], [1.05, 2.07, -1.89], [2.41, 1.28, -2.62]]
}